{"formula": "C6H15NO2", "method": "wB97M-V/def2-TZVPD", "elements": ["C", "O", "C", "C", "C", "C", "C", "N", "O", "H", "H", "H", "H", "H", "H", "H", "H", "H", "H", "H", "H", "H", "H", "H"], "xyz": [[-2.29, -0.69, 0.19], [-1.04, -1.14, 0.65], [0.33, -0.52, 0.41], [1.17, -1.74, -0.01], [0.80, -0.06, 1.79], [0.25, 0.60, -0.67], [-0.41, 1.92, -0.31], [-0.19, 0.20, -1.97], [1.76, 0.88, -0.85], [-3.08, -1.24, 0.70], [-2.40, -0.88, -0.88], [-2.48, 0.36, 0.44], [1.09, -2.53, 0.74], [2.22, -1.48, -0.13], [0.80, -2.18, -0.94], [0.26, 0.81, 2.16], [0.64, -0.85, 2.53], [1.87, 0.18, 1.78], [-0.32, 2.17, 0.75], [0.06, 2.75, -0.85], [-1.47, 1.94, -0.56], [0.25, 0.81, -2.65], [0.10, -0.74, -2.18], [2.06, 1.44, -0.12]], "homo_ev": -9.4, "spin_multiplicity": 1, "total_charge": 0, "homo_lumo_gap_ev": 10.3, "fmax_ev_per_a": 2.7, "e_above_lowest_kj_mol": 183.7, "smiles": "COC(C)(C)[C@](C)(N)O"}

=====

{"formula": "C6H15NO2", "method": "wB97M-V/def2-TZVPD", "elements": ["C", "C", "C", "C", "O", "H", "H", "H", "H", "H", "H", "H", "H", "N", "C", "O", "H", "H", "H", "C", "H", "H", "H", "H"], "xyz": [[1.80, 1.49, -0.42], [0.97, 0.32, -0.87], [0.80, -0.81, -0.08], [1.71, -1.14, 1.07], [0.22, -1.90, -0.74], [2.87, 1.25, -0.45], [1.64, 2.34, -1.08], [1.56, 1.78, 0.60], [0.89, 0.18, -1.94], [2.70, -1.45, 0.73], [1.28, -1.95, 1.67], [1.84, -0.27, 1.71], [0.75, -2.70, -0.61], [-2.22, -0.20, -1.53], [-1.82, 0.98, -1.01], [-2.50, 1.96, -0.85], [-3.18, -0.33, -1.79], [-1.57, -0.97, -1.56], [-0.57, 0.95, -0.94], [-1.49, 0.11, 1.60], [-0.65, -0.42, 0.87], [-1.21, 1.15, 1.66], [-1.23, -0.40, 2.53], [-2.55, 0.02, 1.43]], "homo_ev": -7.8, "spin_multiplicity": 1, "total_charge": 0, "homo_lumo_gap_ev": 8.3, "fmax_ev_per_a": 3.8, "e_above_lowest_kj_mol": 334.1, "smiles": "C/C=C(\\C)O.NC=O.C"}

=====

{"formula": "C6H15NO2", "method": "wB97M-V/def2-TZVPD", "elements": ["C", "C", "C", "N", "C", "O", "C", "C", "O", "H", "H", "H", "H", "H", "H", "H", "H", "H", "H", "H", "H", "H", "H", "H"], "xyz": [[-0.73, -2.98, 0.91], [-0.58, -1.94, -0.19], [-0.05, -0.59, 0.34], [-0.96, 0.07, 1.27], [0.25, 0.34, -0.85], [1.03, -0.37, -1.78], [1.00, 1.63, -0.44], [0.12, 2.64, 0.27], [1.52, 2.17, -1.65], [-1.04, -3.93, 0.48], [-1.48, -2.68, 1.64], [0.22, -3.14, 1.42], [-1.54, -1.77, -0.68], [0.12, -2.30, -0.94], [0.89, -0.76, 0.87], [-1.87, 0.17, 0.83], [-1.08, -0.52, 2.09], [-0.70, 0.64, -1.32], [1.46, 0.29, -2.34], [1.84, 1.34, 0.21], [-0.68, 2.97, -0.40], [-0.32, 2.18, 1.15], [0.70, 3.51, 0.57], [1.88, 3.04, -1.46]], "homo_ev": -9.3, "spin_multiplicity": 1, "total_charge": 0, "homo_lumo_gap_ev": 10.2, "fmax_ev_per_a": 0.6, "e_above_lowest_kj_mol": 98.2, "smiles": "CC[C@H](N)[C@H](O)[C@H](C)O"}

=====

{"formula": "C6H15NO2", "method": "wB97M-V/def2-TZVPD", "elements": ["C", "C", "C", "C", "C", "C", "N", "O", "O", "H", "H", "H", "H", "H", "H", "H", "H", "H", "H", "H", "H", "H", "H", "H"], "xyz": [[1.39, -0.32, 0.68], [-2.12, 0.03, -0.92], [0.50, 0.85, 1.12], [2.78, -0.26, 1.29], [-3.11, 0.42, 0.01], [-1.68, -1.37, -1.10], [2.00, 0.77, -1.34], [1.45, -0.43, -0.76], [-0.78, 0.77, 0.57], [0.89, -1.25, 0.96], [-1.78, 0.75, -1.65], [2.59, 0.41, -2.09], [1.21, 1.23, -1.78], [0.44, 0.81, 2.22], [1.01, 1.79, 0.85], [3.37, -1.12, 0.97], [3.30, 0.65, 0.99], [2.72, -0.28, 2.39], [-2.14, 0.75, 0.78], [-3.68, -0.37, 0.49], [-3.66, 1.34, -0.19], [-0.61, -1.41, -1.32], [-2.22, -1.80, -1.95], [-1.89, -1.97, -0.22]], "homo_ev": -8.9, "spin_multiplicity": 1, "total_charge": 0, "homo_lumo_gap_ev": 9.6, "fmax_ev_per_a": 0.5, "e_above_lowest_kj_mol": 564.2}

=====

{"formula": "C6H15NO6SSn", "method": "wB97M-V/def2-TZVPD", "elements": ["Sn", "S", "O", "O", "O", "O", "C", "O", "C", "C", "N", "C", "C", "O", "C", "H", "H", "H", "H", "H", "H", "H", "H", "H", "H", "H", "H", "H", "H", "H"], "xyz": [[-0.13, 2.52, 1.01], [-2.10, 4.16, 2.13], [-3.47, 4.51, 2.27], [-1.38, 4.86, 3.14], [-1.95, 2.75, 2.35], [-1.58, 4.42, 0.82], [-2.28, -3.57, 0.37], [-2.20, -2.14, 0.18], [-0.98, -1.61, 0.72], [-0.75, -0.16, 0.06], [0.49, 0.54, 0.57], [1.68, -0.17, 0.25], [1.99, -0.51, -1.30], [2.59, 0.65, -1.87], [3.08, 0.33, -3.18], [-3.35, -3.70, 0.22], [-2.10, -3.82, 1.42], [-1.84, -4.25, -0.35], [-0.13, -2.24, 0.45], [-1.15, -1.51, 1.79], [-1.66, 0.40, 0.30], [-0.83, -0.20, -1.02], [0.43, 0.66, 1.57], [1.74, -1.12, 0.78], [2.51, 0.26, 0.82], [1.09, -0.76, -1.85], [2.67, -1.36, -1.32], [3.97, -0.30, -3.12], [3.37, 1.36, -3.40], [2.25, -0.01, -3.80]], "homo_ev": -7.7, "spin_multiplicity": 1, "total_charge": 0, "homo_lumo_gap_ev": 5.9, "fmax_ev_per_a": 8.9, "e_above_lowest_kj_mol": 161.0}

=====

{"formula": "C6H15OP", "method": "wB97M-V/def2-TZVPD", "elements": ["C", "C", "C", "C", "C", "C", "O", "P", "H", "H", "H", "H", "H", "H", "H", "H", "H", "H", "H", "H", "H", "H", "H"], "xyz": [[-1.60, 1.38, -0.50], [-2.22, -1.06, 0.00], [1.83, -1.38, 1.66], [2.27, 1.27, 0.49], [-0.04, -0.61, -1.01], [-1.43, -0.14, -0.96], [-0.04, 0.66, 1.90], [0.94, 0.05, 0.97], [-1.29, 1.46, 0.50], [-2.61, 1.71, -0.43], [-0.90, 1.99, -1.12], [-1.73, -1.19, 1.00], [-3.32, -0.87, 0.03], [-2.19, -2.02, -0.41], [1.99, -1.20, 2.74], [1.36, -2.37, 1.34], [2.79, -1.41, 1.28], [1.85, 1.86, -0.37], [2.55, 1.98, 1.34], [3.19, 0.77, 0.09], [0.56, -0.17, -1.79], [0.04, -1.68, -0.89], [-1.93, -0.40, -1.89]], "homo_ev": -8.8, "spin_multiplicity": 1, "total_charge": 0, "homo_lumo_gap_ev": 9.6, "fmax_ev_per_a": 4.0, "e_above_lowest_kj_mol": 58.5}

=====

{"formula": "C6H15OP", "method": "wB97M-V/def2-TZVPD", "elements": ["C", "C", "C", "C", "C", "C", "O", "P", "H", "H", "H", "H", "H", "H", "H", "H", "H", "H", "H", "H", "H", "H", "H"], "xyz": [[2.59, -1.51, 0.88], [-2.21, -1.32, 0.80], [-2.24, 0.95, -0.41], [1.31, 2.09, -0.18], [1.26, -0.84, -1.54], [-1.87, 0.12, 0.77], [2.16, 1.03, 0.31], [1.37, -0.45, 0.37], [2.56, -2.66, 0.95], [3.39, -1.13, 1.58], [-3.07, -1.50, 1.49], [-2.46, -1.71, -0.14], [-1.34, -1.90, 1.25], [-3.25, 1.55, -0.23], [-2.08, 0.39, -1.36], [-1.55, 1.85, -0.43], [1.76, 2.67, -0.95], [1.01, 2.84, 0.52], [0.43, 1.59, -0.41], [2.26, -0.61, -1.81], [1.17, -1.94, -1.38], [0.42, -0.17, -1.84], [-1.62, 0.66, 1.74]], "homo_ev": [-7.2, -7.3], "spin_multiplicity": 1, "total_charge": 0, "homo_lumo_gap_ev": [6.9, 8.2], "fmax_ev_per_a": 3.3, "e_above_lowest_kj_mol": 464.5}

=====

{"formula": "C6H15OS", "method": "wB97M-V/def2-TZVPD", "elements": ["C", "C", "C", "C", "C", "C", "O", "S", "H", "H", "H", "H", "H", "H", "H", "H", "H", "H", "H", "H", "H", "H", "H"], "xyz": [[-2.84, -0.16, -0.32], [2.44, 1.54, -0.16], [0.46, -2.49, -0.40], [-1.73, 0.63, 0.54], [1.03, 1.76, 0.29], [0.62, -1.24, 0.43], [-0.17, 0.45, -1.78], [-0.01, 0.41, -0.25], [-3.39, 0.68, -0.81], [-2.29, -0.74, -1.15], [-3.47, -0.78, 0.36], [3.18, 2.03, 0.51], [2.70, 0.41, -0.25], [2.55, 1.99, -1.09], [-0.48, -2.89, -0.30], [0.64, -2.36, -1.44], [1.10, -3.29, -0.04], [-1.60, 0.11, 1.53], [-1.86, 1.67, 0.81], [0.57, 2.77, 0.00], [0.85, 1.73, 1.41], [1.65, -0.94, 0.70], [0.04, -1.29, 1.42]], "homo_ev": -15.1, "spin_multiplicity": 1, "total_charge": 1, "homo_lumo_gap_ev": 12.1, "fmax_ev_per_a": 5.3, "e_above_lowest_kj_mol": 0.0}

=====

{"formula": "C6H15P3", "method": "wB97M-V/def2-TZVPD", "elements": ["C", "C", "C", "P", "C", "C", "C", "P", "P", "H", "H", "H", "H", "H", "H", "H", "H", "H", "H", "H", "H", "H", "H", "H"], "xyz": [[-3.20, -1.19, 0.20], [-2.35, -0.93, -1.07], [-1.64, 0.41, -0.94], [-0.20, 0.52, -0.03], [1.68, 0.28, 0.33], [2.38, 1.43, -0.21], [3.58, 1.07, -1.10], [2.36, -1.21, 0.73], [0.55, -2.42, 0.15], [-3.80, -0.23, 0.48], [-3.94, -2.02, 0.08], [-2.45, -1.29, 1.02], [-3.06, -1.00, -1.92], [-1.82, -1.84, -1.42], [-1.59, 1.01, -1.79], [-0.51, 0.15, 1.31], [-0.07, 1.88, 0.07], [1.67, 2.01, -0.79], [2.85, 2.05, 0.52], [4.27, 0.45, -0.48], [4.01, 1.93, -1.54], [3.19, 0.24, -1.81], [-0.53, -1.83, 0.76], [0.69, -3.30, 1.11]], "homo_ev": -7.6, "spin_multiplicity": 1, "total_charge": 0, "homo_lumo_gap_ev": 7.1, "fmax_ev_per_a": 3.8, "e_above_lowest_kj_mol": 317.1, "smiles": "CCC=[PH2]C(CC)=P#[PH2]"}

=====

{"formula": "C6H16", "method": "wB97M-V/def2-TZVPD", "elements": ["C", "C", "C", "H", "H", "H", "H", "H", "H", "H", "H", "C", "C", "C", "H", "H", "H", "H", "H", "H", "H", "H"], "xyz": [[-2.03, -2.08, -1.75], [-2.29, -0.83, -0.88], [-1.53, 0.37, -1.34], [-1.00, -2.40, -1.56], [-2.14, -1.86, -2.82], [-2.71, -2.91, -1.48], [-3.39, -0.67, -0.87], [-1.98, -1.05, 0.16], [-0.47, 0.10, -1.25], [-1.73, 1.24, -0.68], [-1.74, 0.66, -2.38], [1.82, 1.67, 2.35], [1.80, 0.31, 1.62], [2.07, 0.45, 0.12], [0.89, 2.25, 2.29], [2.64, 2.28, 1.94], [2.04, 1.45, 3.41], [2.56, -0.39, 2.01], [0.80, -0.13, 1.85], [1.25, 1.05, -0.30], [2.12, -0.51, -0.42], [3.02, 1.00, -0.03]], "homo_ev": -11.2, "spin_multiplicity": 1, "total_charge": 0, "homo_lumo_gap_ev": 12.3, "fmax_ev_per_a": 1.5, "e_above_lowest_kj_mol": 30.2, "smiles": "CCC.CCC"}

=====

{"formula": "C6H16", "method": "wB97M-V/def2-TZVPD", "elements": ["C", "C", "C", "H", "H", "H", "H", "H", "H", "H", "H", "C", "C", "C", "H", "H", "H", "H", "H", "H", "H", "H"], "xyz": [[0.97, 0.53, -2.48], [-0.01, 1.24, -1.53], [-0.95, 2.13, -2.33], [0.56, 0.50, -3.49], [1.88, 1.13, -2.54], [1.20, -0.49, -2.16], [0.52, 1.95, -0.90], [-0.59, 0.56, -0.90], [-1.79, 2.49, -1.72], [-1.59, 1.67, -3.09], [-0.48, 2.96, -2.87], [-1.11, -1.91, 1.95], [0.31, -1.44, 1.67], [0.93, -0.69, 2.87], [-1.73, -1.20, 2.48], [-1.14, -2.90, 2.40], [-1.64, -2.01, 0.99], [0.98, -2.23, 1.35], [0.33, -0.74, 0.83], [0.16, -0.11, 3.39], [1.44, -1.40, 3.53], [1.73, -0.03, 2.53]], "homo_ev": -11.2, "spin_multiplicity": 1, "total_charge": 0, "homo_lumo_gap_ev": 12.3, "fmax_ev_per_a": 1.9, "e_above_lowest_kj_mol": 59.1, "smiles": "CCC.CCC"}

=====

{"formula": "C6H16", "method": "wB97M-V/def2-TZVPD", "elements": ["C", "C", "C", "C", "H", "H", "H", "H", "H", "H", "H", "H", "H", "H", "C", "C", "H", "H", "H", "H", "H", "H"], "xyz": [[1.55, 0.31, 0.94], [0.81, 0.95, -0.27], [-0.42, 1.72, 0.23], [1.77, 1.74, -1.11], [2.61, 0.27, 0.68], [1.18, -0.66, 1.27], [1.50, 0.99, 1.80], [0.45, 0.06, -0.79], [-0.96, 1.13, 0.96], [-0.09, 2.71, 0.57], [-1.06, 1.96, -0.62], [2.32, 1.13, -1.82], [1.27, 2.49, -1.76], [2.50, 2.30, -0.51], [-2.34, -1.76, 0.01], [-1.00, -2.50, 0.07], [-3.16, -2.48, 0.14], [-2.42, -1.05, 0.83], [-2.52, -1.28, -0.94], [-0.84, -2.85, 1.10], [-0.16, -1.85, -0.15], [-1.00, -3.33, -0.62]], "homo_ev": -10.9, "spin_multiplicity": 1, "total_charge": 0, "homo_lumo_gap_ev": 12.0, "fmax_ev_per_a": 2.1, "e_above_lowest_kj_mol": 34.4, "smiles": "CC(C)C.CC"}

=====

Molecular weight values, unit g/mol, following the record order: 133.19, 133.19, 133.19, 133.19, 347.96, 134.16, 134.16, 135.25, 180.11, 88.19, 88.19, 88.19.